No. 1
{
  "formula": "C38H48Ge2N5O4S2TeTi",
  "method": "ωB97M-V/def2-TZVPD",
  "s2": 0.77,
  "spin_multiplicity": 2,
  "homo_energy_ev": [-7.5, -7.5],
  "lumo_energy_ev": [-1.045, -1.519],
  "homo_lumo_gap_ev": [6.43, 6.03],
  "symbols": ["Ti", "N", "C", "C", "O", "O", "H", "H", "H", "H", "C", "C", "Ge", "C", "C", "C", "C", "Ge", "C", "C", "C", "C", "C", "C", "C", "C", "C", "C", "H", "H", "H", "H", "H", "H", "H", "H", "H", "H", "H", "H", "H", "H", "H", "H", "H", "H", "H", "H", "H", "H", "H", "H", "H", "H", "N", "C", "C", "C", "C", "C", "C", "C", "C", "C", "H", "H", "H", "H", "C", "Te", "C", "H", "H", "H", "H", "H", "H", "N", "C", "C", "C", "C", "C", "C", "S", "O", "O", "N", "C", "S", "C", "C", "N", "H", "H", "H", "H", "H", "H", "H", "H"],
  "positions_angstrom": [[6.19049, -21.88926, 6.98262], [5.35487, -21.81745, 11.21273], [5.40984, -23.19780, 10.71878], [6.06411, -23.18641, 9.34674], [5.58148, -23.77735, 8.34280], [7.03735, -22.31822, 9.12873], [6.27813, -21.39082, 11.18232], [4.96462, -21.76270, 12.15319], [4.39547, -23.63174, 10.59408], [5.96525, -23.89593, 11.38720], [7.87251, -16.75652, 7.13273], [6.90759, -17.90688, 7.28058], [7.66292, -19.60532, 7.95552], [7.78545, -19.37293, 9.93526], [8.53278, -18.17793, 10.47664], [9.62649, -19.53132, 7.60169], [10.28224, -20.57559, 7.06685], [8.95356, -21.94528, 6.54288], [9.40642, -23.44095, 7.86941], [10.59582, -24.37267, 7.72515], [9.08865, -21.44949, 4.59577], [10.14605, -22.01562, 3.66505], [11.71083, -20.72192, 6.84408], [12.57116, -19.68883, 7.25686], [13.93419, -19.77155, 6.99084], [14.43758, -20.88064, 6.31361], [13.59273, -21.90500, 5.91768], [12.25037, -21.85970, 6.22858], [7.37571, -15.97715, 6.52610], [8.81509, -16.97123, 6.59089], [8.15748, -16.29021, 8.09826], [6.43380, -18.20413, 6.33001], [6.08170, -17.65269, 7.97870], [8.24903, -20.33287, 10.23677], [6.74726, -19.41810, 10.31655], [9.63024, -18.24035, 10.31214], [8.39326, -18.11245, 11.57956], [8.19511, -17.20724, 10.07814], [10.14097, -18.60750, 7.90828], [8.46945, -24.00788, 7.90241], [9.48991, -22.88635, 8.80882], [10.65102, -24.87922, 6.75110], [10.53255, -25.18815, 8.48415], [11.57585, -23.90880, 7.88946], [9.13080, -20.33888, 4.65542], [8.09667, -21.70207, 4.20750], [11.15125, -21.56594, 3.75606], [9.84377, -21.87566, 2.61661], [10.29744, -23.08975, 3.76764], [12.16053, -18.83608, 7.78549], [14.59437, -18.95753, 7.28717], [15.49021, -20.92401, 6.08620], [13.99225, -22.77437, 5.41539], [11.62034, -22.70038, 5.91623], [5.41722, -16.36464, -1.16299], [5.48654, -17.02659, -0.20397], [5.56533, -17.82806, 0.96037], [6.72434, -17.80295, 1.73977], [6.79539, -18.51747, 2.90581], [5.73003, -19.33257, 3.35495], [4.59107, -19.37945, 2.53021], [4.49981, -18.61937, 1.37935], [5.86645, -19.97157, 4.58238], [6.09618, -20.56340, 5.66420], [7.57345, -17.18411, 1.42155], [7.68042, -18.45187, 3.53113], [3.75971, -20.00383, 2.83546], [3.59161, -18.61956, 0.78676], [3.35187, -19.29810, 7.20339], [4.49691, -20.33894, 8.67201], [2.72172, -21.38125, 9.42399], [2.38939, -19.01614, 7.63824], [3.22363, -19.91966, 6.33006], [3.93410, -18.42191, 6.93584], [1.81597, -20.85213, 9.09211], [2.81021, -21.38609, 10.52037], [2.76369, -22.40584, 9.03785], [6.79138, -25.06518, -0.79319], [6.88933, -24.94847, 0.55597], [6.40734, -23.78699, 1.18381], [6.47657, -23.66603, 2.55955], [6.97730, -24.73915, 3.33000], [7.42432, -25.89647, 2.70520], [7.37574, -26.00931, 1.32587], [7.26307, -24.72162, 5.04713], [8.61657, -24.22239, 5.24407], [6.87046, -25.91785, 5.74602], [6.31627, -23.39433, 5.47047], [4.97434, -23.51676, 5.45137], [4.11938, -25.05714, 5.16944], [2.66265, -24.30150, 5.72451], [2.89276, -23.02234, 6.15033], [4.18312, -22.54646, 6.01662], [6.74559, -24.20679, -1.30985], [7.32228, -25.80334, -1.22956], [6.02216, -22.96469, 0.58307], [6.11948, -22.72533, 2.99295], [7.81276, -26.72153, 3.30850], [7.72955, -26.92831, 0.86286], [1.74426, -24.84270, 5.75028], [2.14974, -22.37279, 6.57279]],
  "forces_ev_per_angstrom": [[0.276, -3.215, 4.116], [-0.158, -0.235, 0.012], [0.097, -0.800, 0.296], [1.082, 1.882, -1.969], [-0.007, 0.368, 0.864], [-2.012, -1.266, 0.207], [-0.131, -0.177, 0.113], [0.281, -0.068, -0.309], [0.544, 0.407, 0.089], [-0.160, 0.338, -0.374], [0.418, 1.090, -0.332], [-0.977, -0.869, -0.082], [2.017, 0.128, -0.117], [-0.943, -1.597, 0.053], [0.634, 0.605, 0.599], [0.118, 0.373, -0.201], [-1.746, 0.021, 0.784], [1.762, 0.495, 0.398], [-0.777, 0.111, -0.252], [0.516, -0.836, -0.095], [-1.052, 0.080, -0.094], [0.795, -0.099, -0.452], [0.632, 0.374, 0.282], [0.438, -0.523, -0.338], [-0.298, 0.073, 0.017], [0.004, 0.338, -0.011], [0.399, -0.171, 0.339], [-0.520, 0.276, -0.278], [0.222, -0.054, 0.326], [-0.502, -0.274, 0.318], [-0.182, -0.342, -0.521], [0.212, 0.539, 0.252], [0.379, 0.040, -0.336], [-0.071, 0.521, 0.123], [0.472, 0.233, 0.007], [-0.664, -0.018, -0.049], [0.097, -0.062, -0.591], [0.024, -0.402, 0.017], [-0.032, -0.200, -0.052], [0.312, -0.090, 0.166], [-0.158, 0.066, -0.161], [-0.187, 0.185, 0.174], [-0.119, 0.517, -0.406], [-0.325, 0.198, -0.009], [0.038, -0.659, -0.013], [0.147, 0.063, -0.126], [-0.537, 0.024, 0.175], [-0.025, 0.121, 0.192], [-0.192, -0.077, 0.195], [0.091, -0.047, -0.111], [-0.082, -0.225, -0.019], [0.171, -0.066, -0.048], [0.067, -0.031, -0.081], [0.092, 0.458, 0.191], [0.142, -1.197, 1.735], [-0.292, 1.513, -2.369], [0.246, -0.440, 0.939], [0.486, 0.568, -0.520], [0.052, -0.386, 0.685], [0.185, 1.496, -1.885], [-0.037, -0.260, 0.593], [-0.193, -0.005, -0.288], [0.585, -2.260, 3.566], [-0.985, 3.976, -5.298], [-0.418, -0.292, 0.168], [-0.046, -0.022, -0.109], [-0.026, 0.060, -0.030], [0.048, -0.119, 0.085], [0.072, 0.012, 0.074], [-1.398, 0.593, 0.585], [0.575, -0.151, -0.038], [0.235, 0.020, -0.049], [-0.070, -0.163, -0.223], [-0.083, 0.124, -0.062], [0.460, -0.186, 0.067], [-0.060, 0.056, -0.517], [-0.202, 0.248, 0.113], [0.099, -0.237, -0.842], [-0.274, -0.064, 0.630], [0.422, -0.162, 0.383], [-0.032, -0.025, 0.265], [-0.146, -0.371, -0.665], [-0.083, -0.203, -0.277], [0.144, -0.040, 0.356], [0.307, 2.693, 1.005], [-0.760, -1.032, -0.216], [0.114, 0.318, -0.828], [0.276, -0.387, -0.020], [-1.657, -0.740, 1.407], [-0.154, 1.309, 0.083], [0.671, 1.022, 0.324], [0.266, -0.834, -0.295], [1.689, -1.987, -1.183], [-0.008, 0.021, -0.206], [-0.063, 0.170, -0.026], [0.033, -0.174, 0.120], [0.235, -0.498, 0.170], [-0.149, 0.260, -0.203], [-0.088, 0.222, -0.073], [-0.391, -0.112, -0.067], [-0.202, 0.142, 0.056]]
}



No. 2
{
  "formula": "C5H12NO",
  "method": "ωB97M-V/def2-TZVPD",
  "charge": 1,
  "spin_multiplicity": 1,
  "homo_energy_ev": -15.1,
  "lumo_energy_ev": -4.875,
  "homo_lumo_gap_ev": 10.19,
  "smiles": "C=[NH+]CCCCO",
  "symbols": ["C", "N", "C", "C", "C", "C", "O", "H", "H", "H", "H", "H", "H", "H", "H", "H", "H", "H", "H"],
  "positions_angstrom": [[-0.90232, -0.13340, -2.23290], [-0.77610, -0.18470, -0.92365], [-0.45381, -1.41526, -0.25790], [0.97469, -1.20592, 0.25481], [1.10757, -0.23067, 1.40601], [0.83112, 1.18474, 0.78066], [-0.66963, 1.66064, 0.82196], [-1.40992, 0.84499, -2.53055], [-0.86939, -1.03718, -2.88251], [-1.15656, 0.66874, -0.38056], [-1.25936, -1.29622, 0.57032], [-0.89499, -2.28123, -0.74058], [1.14948, -2.18787, 0.73193], [1.68996, -0.90903, -0.53596], [2.08736, -0.19423, 1.75162], [0.42007, -0.67471, 2.17725], [1.20473, 2.03601, 1.32343], [0.99369, 1.22156, -0.28609], [-0.50884, 2.62006, 0.98744]],
  "forces_ev_per_angstrom": [[-2.085, 1.410, 2.375], [-1.999, 0.229, -5.083], [-1.969, 2.105, 2.912], [0.242, -2.575, 0.772], [-3.092, 0.901, -1.658], [-2.953, 0.543, 1.607], [1.858, 0.159, 0.383], [1.216, -1.451, -0.387], [0.564, 0.878, 0.556], [1.200, -0.648, -0.067], [1.750, -0.647, -0.284], [1.162, -0.233, -0.771], [0.935, 0.153, -0.728], [-0.439, -0.812, 0.111], [1.752, -0.205, 0.729], [0.560, 1.482, -0.232], [1.277, -0.236, 0.032], [0.978, -0.031, -0.011], [-0.958, -1.022, -0.257]]
}



No. 3
{
  "formula": "C32H53GdNP2",
  "method": "ωB97M-V/def2-TZVPD",
  "s2": 15.79,
  "charge": 1,
  "spin_multiplicity": 8,
  "homo_energy_ev": [-8.8, -8.7],
  "lumo_energy_ev": [-2.355, -5.345],
  "homo_lumo_gap_ev": [6.40, 3.40],
  "symbols": ["Gd", "C", "C", "C", "C", "C", "C", "H", "H", "H", "C", "H", "H", "H", "C", "H", "H", "H", "C", "H", "H", "H", "C", "H", "H", "H", "C", "C", "C", "C", "C", "C", "C", "C", "H", "H", "H", "H", "H", "H", "H", "H", "H", "H", "H", "H", "P", "C", "C", "P", "C", "C", "C", "H", "H", "H", "H", "H", "H", "H", "H", "H", "H", "H", "H", "H", "H", "C", "N", "C", "C", "C", "C", "C", "C", "C", "C", "H", "H", "H", "H", "H", "H", "H", "H", "H", "H", "H", "H"],
  "positions_angstrom": [[0.84278, 1.95185, 0.59118], [1.82110, 1.96146, -1.73491], [0.49117, 2.50545, -1.84390], [1.68819, 3.87077, -0.36743], [2.55352, 2.80868, -0.82089], [0.40509, 3.67370, -0.98035], [2.51967, 1.10377, -2.73682], [1.84500, 0.37511, -3.19057], [3.30541, 0.51940, -2.24583], [2.99668, 1.69247, -3.54400], [3.93843, 2.58385, -0.32587], [4.44145, 1.74100, -0.82445], [3.98253, 2.38388, 0.76559], [4.52542, 3.50525, -0.47732], [1.90564, 4.70041, 0.84103], [2.97324, 4.98948, 0.86184], [1.67475, 4.18092, 1.81251], [1.24310, 5.59747, 0.82861], [-0.86632, 4.15268, -0.38446], [-0.85866, 5.25023, -0.32171], [-1.05402, 3.78967, 0.65739], [-1.73161, 3.84265, -0.98865], [-0.46269, 2.29688, -2.96381], [-0.87009, 3.26393, -3.31430], [-1.31680, 1.69657, -2.64173], [0.00558, 1.78230, -3.82147], [0.27313, -2.65881, -1.26590], [0.35012, -2.00347, -2.43160], [-0.74924, -1.39962, -3.25299], [-2.20688, -1.48522, -2.76720], [-2.60853, -0.74220, -1.52253], [-2.42623, -1.02936, -0.21682], [-1.41835, -1.94412, 0.44069], [-0.96580, -3.03409, -0.52484], [-0.66281, -1.84841, -4.27431], [-2.49440, -2.55467, -2.73429], [-0.55049, -0.33763, -3.42665], [-1.80597, -3.22603, -1.26789], [1.20118, -3.13951, -0.89821], [1.34966, -1.87923, -2.89774], [-0.83691, -4.02106, -0.03478], [-0.48872, -1.42952, 0.76908], [-3.02571, -0.38192, 0.46815], [-1.85423, -2.37530, 1.37343], [-2.85735, -1.10454, -3.58324], [-3.11400, 0.21740, -1.73387], [-3.58751, -3.85814, -1.11143], [-2.99371, -5.55359, -0.90455], [-4.57147, -3.89376, -2.64737], [-5.03593, -1.66812, 0.59375], [-4.59291, -3.45569, 0.37616], [-6.43753, -1.58685, -0.63024], [-6.08434, -1.90443, 2.10041], [-2.58532, -5.69569, 0.10488], [-2.17337, -5.75742, -1.61104], [-3.81880, -6.25592, -1.07933], [-5.21231, -4.78287, -2.71736], [-3.89188, -3.91367, -3.51239], [-5.19144, -3.00026, -2.77981], [-6.80839, -2.71985, 1.96583], [-6.60805, -0.97208, 2.35140], [-5.42233, -2.16485, 2.93456], [-3.96319, -3.66573, 1.25930], [-5.48006, -4.11535, 0.42040], [-7.04705, -0.69949, -0.41192], [-7.07575, -2.48177, -0.58541], [-6.04917, -1.46515, -1.65026], [6.05062, 1.81253, 2.52284], [4.97788, 2.80779, 2.54427], [5.46614, 4.17386, 2.52349], [3.91619, 2.54180, 3.52264], [3.34296, 1.17754, 3.25282], [3.78066, 0.11013, 4.06236], [3.39397, -1.20229, 3.77245], [2.58682, -1.47576, 2.66399], [2.18124, -0.40780, 1.81840], [2.50903, 0.90169, 2.17579], [6.60255, 1.77833, 3.48649], [6.74717, 2.08876, 1.71520], [5.65032, 0.80405, 2.31373], [6.15882, 4.28382, 1.67855], [4.61690, 4.85457, 2.38134], [5.98456, 4.42714, 3.46033], [4.33969, 2.58749, 4.54576], [3.15695, 3.32942, 3.41810], [4.46369, 0.32090, 4.89796], [3.70390, -2.01862, 4.42913], [2.29560, -2.49744, 2.39898], [1.59781, -0.62975, 0.90163]],
  "forces_ev_per_angstrom": [[-2.302, -3.195, 3.096], [0.190, 2.806, -0.596], [1.653, 1.623, -0.115], [-0.201, -0.504, -1.454], [-0.380, 0.546, -1.287], [1.135, -1.098, -0.450], [0.056, -0.844, 0.060], [0.027, 0.113, -0.037], [-0.026, 0.048, -0.184], [-0.323, -0.108, 0.462], [0.261, 0.012, -0.034], [-0.199, 0.387, 0.061], [-0.009, 0.163, -0.376], [0.008, -0.366, 0.071], [0.256, 0.915, 0.184], [-0.596, 0.093, 0.293], [0.171, 0.110, -0.449], [0.664, -0.542, 0.037], [-0.598, 0.938, -0.412], [-0.224, -0.241, 0.130], [0.138, 0.070, -0.305], [0.236, 0.138, 0.220], [-0.778, -0.427, -0.320], [0.315, -0.456, 0.143], [-0.110, -0.096, -0.202], [-0.171, 0.276, 0.426], [0.938, -0.760, -0.406], [0.547, 0.173, 0.225], [-0.224, 0.187, -0.607], [-0.157, -0.531, -1.030], [0.524, 0.391, 0.326], [0.772, 2.026, -0.028], [-0.635, -0.910, 0.245], [0.516, -0.514, -0.824], [-0.242, 0.196, 0.645], [0.187, 0.767, 0.246], [0.303, -0.044, 0.065], [1.739, 0.540, 1.345], [-0.282, 0.572, -0.174], [-0.603, -0.167, 0.408], [0.174, 0.615, -0.029], [-0.755, 0.284, -0.060], [1.278, -0.356, -0.615], [0.172, 0.245, -0.543], [0.489, 0.022, 0.288], [-0.317, -0.744, 0.221], [-0.860, 0.736, -0.150], [-0.399, -0.654, 0.059], [-0.904, -0.729, -0.151], [-1.981, -0.584, 0.185], [-0.455, -0.845, -0.085], [0.170, 0.267, -0.127], [0.049, -0.176, 0.071], [-0.208, 0.029, -0.210], [-0.336, 0.116, 0.110], [0.347, -0.183, 0.131], [-0.103, 0.196, -0.104], [-0.028, -0.097, 0.369], [0.161, -0.185, 0.204], [0.067, 0.238, 0.077], [0.126, -0.250, -0.079], [-0.170, 0.076, -0.029], [-0.077, -0.231, -0.390], [0.088, 0.350, 0.314], [0.118, -0.221, -0.016], [0.188, 0.216, 0.000], [-0.132, -0.029, 0.254], [-0.092, 0.205, 0.091], [-0.208, -0.447, -0.168], [-0.164, -0.274, 0.136], [0.940, 0.545, -0.254], [0.078, 0.102, 0.295], [-0.428, -0.174, -0.380], [-0.360, 0.023, -0.051], [0.108, 0.684, -0.361], [-0.190, 0.115, -0.105], [1.168, -2.046, 1.409], [-0.053, -0.037, -0.327], [-0.177, -0.186, 0.351], [0.213, 0.492, 0.057], [-0.149, 0.083, 0.264], [0.256, -0.038, 0.096], [0.047, 0.211, -0.107], [-0.388, -0.061, -0.082], [0.158, -0.166, 0.096], [-0.429, -0.056, -0.401], [-0.007, 0.261, -0.294], [0.106, 0.430, 0.151], [0.290, -0.060, 0.486]]
}



Per-record DFT total energy, eV: -220932.15729; -8908.08519; -74930.30358